11
Properties=species:S:1:pos:R:3 method="wB97M-V/def2-TZVPD" e_homo_ev=-8.36 e_lumo_ha=0.01570 relative_energy_kj_mol=332.7 smiles="[H]/N=N/C(N)=C=C" molar_mass_g_mol=83.09 orbital_gap_ev=8.79 largest_force_ev_per_a=0.6
N 1.827 -0.533 -0.752
C 0.579 -0.103 -0.286
N 0.086 1.009 -1.071
N -0.932 1.555 -0.621
C -1.118 -0.599 1.592
C -0.145 -0.518 0.728
H 2.074 -1.470 -0.466
H 1.909 -0.417 -1.754
H -1.176 2.302 -1.284
H -2.021 -1.167 1.376
H -1.083 -0.059 2.537